(1)
A structure of composition C28H20AuF2N2O2S2. Source: OMol25; level of theory: wB97M-V/def2-TZVPD.

ORCA input file:
```
! wB97M-V def2-TZVPD RIJCOSX def2/J DEFGRID3
* xyz 1 3
Au 1.459 0.782 -0.423
F -1.679 4.469 1.828
C -1.080 4.032 0.712
C -0.266 2.915 0.788
C 0.332 2.468 -0.374
C 0.142 3.113 -1.606
C -0.688 4.232 -1.599
F -0.928 4.900 -2.743
C -1.310 4.712 -0.465
C 0.802 2.546 -2.804
C 0.786 3.089 -4.087
C 1.440 2.428 -5.111
C 2.106 1.238 -4.858
C 2.094 0.758 -3.565
N 1.463 1.395 -2.581
H -0.131 2.411 1.735
H -1.951 5.580 -0.507
H 0.271 4.014 -4.278
H 1.428 2.844 -6.110
H 2.623 0.696 -5.637
H 2.596 -0.161 -3.290
O 2.438 -1.247 -0.636
N 3.503 -1.573 -0.002
C 3.877 -2.880 -0.057
C 5.031 -3.307 0.535
C 5.863 -2.398 1.206
C 5.484 -1.089 1.271
C 4.268 -0.636 0.701
S 3.717 0.927 0.897
H 3.191 -3.503 -0.610
H 5.287 -4.354 0.462
H 6.784 -2.728 1.664
H 6.084 -0.349 1.779
O -0.010 -0.425 1.221
S -1.259 -0.786 0.433
C -1.648 -2.458 0.898
C -2.263 -3.286 -0.025
C -2.593 -4.583 0.348
C -2.293 -5.032 1.624
C -1.659 -4.195 2.537
C -1.334 -2.899 2.178
C -2.598 0.061 1.253
C -2.377 0.624 2.500
C -3.416 1.303 3.119
C -4.650 1.410 2.493
C -4.853 0.845 1.241
C -3.821 0.171 0.608
H -2.480 -2.926 -1.024
H -3.078 -5.242 -0.359
H -2.550 -6.042 1.913
H -1.425 -4.555 3.530
H -0.836 -2.230 2.868
H -1.401 0.538 2.960
H -3.260 1.755 4.090
H -5.455 1.942 2.981
H -5.814 0.940 0.754
H -3.966 -0.258 -0.377
*
```

Summary:
Gap between HOMO and LUMO (alpha / beta) = 7.2912 / 5.2225 eV
HOMO (alpha / beta) = -0.3791 / -0.4084 hartree


(2)
A cluster of 2 separate species, C4H5BrN2O in total. Source: OMol25; level of theory: wB97M-V/def2-TZVPD.

ORCA input file:
```
! wB97M-V def2-TZVPD RIJCOSX def2/J DEFGRID3
* xyz 0 1
C 0.409 1.993 0.286
C -0.600 -0.281 -0.802
C -0.159 -0.805 1.652
C 0.372 -0.451 0.317
N 0.469 3.124 0.172
N -0.085 -0.011 -2.022
O -1.789 -0.401 -0.585
Br 2.159 -0.872 -0.052
H 0.570 -0.631 2.444
H -0.425 -1.868 1.656
H -1.074 -0.246 1.846
H 0.886 0.217 -2.160
H -0.734 0.231 -2.751
*
```

Summary:
Energy relative to the best compared isomer or geometry (same formula, charge and spin) = 247.16 kJ/mol
Gap between HOMO and LUMO (alpha / beta) = 8.1412 / 8.1443 eV
HOMO (alpha / beta) = -0.3832 / -0.3833 hartree


(3)
A structure of composition C25H22IrN3OS3Te. Source: OMol25; level of theory: wB97M-V/def2-TZVPD.

ORCA input file:
```
! wB97M-V def2-TZVPD RIJCOSX def2/J DEFGRID3
* xyz 1 2
Ir -1.610 -0.479 -0.479
C -0.579 -1.749 3.570
C -1.048 -1.780 2.141
N -1.076 -0.656 1.447
N -0.691 0.482 2.149
C -0.847 1.592 1.536
S -1.467 1.718 -0.091
S -0.478 3.090 2.410
C 1.086 3.600 1.604
C 1.000 3.800 0.119
C 0.212 4.809 -0.426
C 0.094 4.939 -1.800
C 0.759 4.057 -2.645
C 1.560 3.061 -2.107
C 1.685 2.939 -0.729
C -1.477 -3.052 1.595
C -1.250 -4.218 2.375
C -1.690 -5.457 2.002
C -2.420 -5.597 0.814
C -2.671 -4.502 0.034
C -2.203 -3.221 0.389
O -2.506 -2.257 -0.456
H -0.292 -0.753 3.875
H 0.269 -2.420 3.694
H -1.379 -2.105 4.220
H 1.859 2.875 1.856
H 1.317 4.532 2.121
H -0.327 5.482 0.230
H -0.517 5.731 -2.214
H 0.675 4.168 -3.719
H 2.106 2.389 -2.759
H 2.314 2.163 -0.306
H -0.706 -4.140 3.302
H -1.482 -6.315 2.624
H -2.785 -6.569 0.510
H -3.230 -4.584 -0.888
S -3.832 -0.551 -4.460
C -2.781 0.795 -4.416
C -2.086 0.808 -3.256
N -2.389 -0.244 -2.417
C -3.296 -1.038 -2.937
H -2.725 1.500 -5.228
H -1.347 1.536 -2.954
H -3.654 -1.915 -2.420
Te 0.542 -1.017 -1.590
C 2.199 -0.533 -0.399
C 2.228 -0.395 0.983
C 3.414 -0.037 1.607
C 4.568 0.168 0.862
C 4.542 0.006 -0.515
C 3.358 -0.342 -1.149
H 1.343 -0.546 1.581
H 3.434 0.078 2.683
H 5.489 0.448 1.357
H 5.439 0.158 -1.101
H 3.347 -0.453 -2.228
*
```

Summary:
Energy relative to the best compared isomer or geometry (same formula, charge and spin) = 0.00 kJ/mol
Gap between HOMO and LUMO (alpha / beta) = 6.6247 / 5.6294 eV
HOMO (alpha / beta) = -0.4000 / -0.3988 hartree


(4)
The molecule C17H21N3O4S3. Source: OMol25; level of theory: wB97M-V/def2-TZVPD.

ORCA input file:
```
! wB97M-V def2-TZVPD RIJCOSX def2/J DEFGRID3
* xyz 0 1
C -2.420 2.283 5.231
C -1.549 2.736 4.083
S -2.615 3.333 2.735
O -3.551 4.284 3.248
O -1.788 3.707 1.628
N -3.544 2.005 2.321
C -3.015 0.764 1.983
C -3.712 -0.408 2.269
C -3.171 -1.635 1.922
C -1.942 -1.712 1.299
C -1.238 -0.541 0.998
C 0.040 -0.616 0.328
N 0.584 -1.730 -0.005
N 1.768 -1.524 -0.603
S 2.584 -2.772 -1.369
O 3.768 -2.163 -1.897
O 2.721 -3.849 -0.443
C 1.513 -3.305 -2.737
C 0.273 -3.955 -2.172
C 2.016 -0.090 -0.869
C 1.939 0.176 -2.334
C 0.845 0.047 -3.142
C 1.127 0.336 -4.494
C 2.428 0.677 -4.688
S 3.335 0.643 -3.231
C 0.885 0.582 -0.066
C -1.783 0.695 1.344
H -2.947 1.367 4.976
H -3.148 3.060 5.452
H -1.823 2.098 6.122
H -0.926 3.586 4.346
H -0.937 1.941 3.668
H -4.440 2.003 2.782
H -4.675 -0.352 2.756
H -3.717 -2.538 2.149
H -1.505 -2.661 1.036
H 2.124 -4.001 -3.306
H 1.308 -2.421 -3.334
H -0.313 -3.231 -1.612
H 0.569 -4.749 -1.491
H -0.342 -4.375 -2.966
H 3.015 0.155 -0.501
H -0.130 -0.236 -2.782
H 0.394 0.294 -5.279
H 2.910 0.949 -5.605
H 1.264 1.093 0.820
H 0.326 1.298 -0.668
H -1.273 1.613 1.109
*
```

Summary:
Energy relative to the best compared isomer or geometry (same formula, charge and spin) = 0.00 kJ/mol
Gap between HOMO and LUMO = 8.5527 eV
SMILES = CCS(=O)(=O)Nc1cccc(C2=NN(S(=O)(=O)CC)[C@@H](c3cccs3)C2)c1
HOMO = -0.3093 hartree


(5)
A cluster of 2 separate species, C9H14 in total. Source: OMol25; level of theory: wB97M-V/def2-TZVPD.

ORCA input file:
```
! wB97M-V def2-TZVPD RIJCOSX def2/J DEFGRID3
* xyz 0 1
C 1.065 1.582 0.758
C -0.348 1.513 0.235
C -1.300 0.771 0.973
C -2.625 0.791 0.634
C -3.058 1.578 -0.462
C -2.065 2.108 -1.267
C -0.726 2.194 -0.904
H 1.569 0.609 0.718
H 1.276 1.828 1.783
H 1.575 2.265 0.097
H -0.943 0.317 1.879
H -3.453 0.254 1.031
H -4.036 1.679 -0.914
H -2.483 2.535 -2.187
H -0.047 2.728 -1.563
C 2.263 -2.691 -0.788
C 1.693 -3.061 0.594
H 2.165 -3.449 -1.561
H 1.855 -1.704 -1.092
H 3.293 -2.322 -0.675
H 0.630 -2.791 0.696
H 2.223 -2.605 1.423
H 1.476 -4.131 0.594
*
```

Summary:
Energy relative to the best compared isomer or geometry (same formula, charge and spin) = 111.56 kJ/mol
Gap between HOMO and LUMO = 9.9282 eV
SMILES = Cc1ccccc1.CC
HOMO = -0.3302 hartree


(6)
A structure of composition C38H55InNO2P2. Source: OMol25; level of theory: wB97M-V/def2-TZVPD.

ORCA input file:
```
! wB97M-V def2-TZVPD RIJCOSX def2/J DEFGRID3
* xyz 1 1
In -1.035 -3.766 0.481
C 0.841 1.812 -2.511
C -0.554 2.039 -2.680
C -0.078 2.241 -0.430
C 1.140 1.945 -1.119
C -1.099 2.385 -1.407
C 1.823 1.551 -3.579
H 1.330 1.175 -4.489
H 2.580 0.821 -3.250
H 2.358 2.478 -3.848
C 2.473 1.798 -0.537
H 3.256 1.833 -1.296
H 2.585 0.857 0.010
H 2.685 2.591 0.180
C -0.243 2.404 1.013
H 0.025 3.419 1.353
H 0.393 1.688 1.547
H -1.279 2.210 1.326
C -2.449 2.881 -1.127
H -2.428 3.954 -0.894
H -2.904 2.398 -0.256
H -3.118 2.749 -1.975
C -1.288 1.991 -3.945
H -1.265 2.956 -4.471
H -2.342 1.737 -3.782
H -0.862 1.242 -4.620
C -0.603 -5.384 -0.813
C 0.128 -4.633 -1.970
C -0.658 -4.430 -3.275
C -2.128 -4.081 -3.161
C -2.435 -3.276 -1.902
C -3.214 -3.816 -0.888
C -3.236 -5.257 -0.512
C -1.992 -6.080 -1.013
H -0.580 -5.345 -3.883
H -2.795 -4.985 -3.235
H -0.150 -3.646 -3.867
H -2.125 -6.417 -2.053
H 0.136 -6.096 -0.446
H 1.034 -5.173 -2.335
H -2.027 -6.998 -0.415
H -3.400 -5.307 0.594
H -4.123 -3.301 -0.559
H -4.105 -5.740 -0.966
H -2.402 -3.478 -4.034
H -2.467 -2.193 -2.107
P 1.182 -3.137 -1.288
C 2.904 -3.756 -1.404
C 1.070 -1.682 -2.438
P -2.953 -0.582 1.611
C -1.706 -1.598 0.695
C -3.694 -0.160 -0.083
C -4.001 -2.033 2.075
H 3.483 -3.458 -0.515
H 3.439 -3.356 -2.286
H 2.908 -4.852 -1.469
H 0.125 -1.698 -3.013
H 1.914 -1.631 -3.150
H 1.097 -0.775 -1.805
H -3.816 -2.950 1.502
H -5.063 -1.796 1.957
H -3.813 -2.306 3.118
H -2.344 -1.856 -0.181
H -0.921 -1.036 0.162
H -4.586 0.468 -0.002
H -3.994 -1.074 -0.618
H -2.888 0.319 -0.667
C -0.156 5.619 4.962
C 0.851 4.928 4.085
C 1.598 5.688 3.186
C 2.582 5.124 2.380
C 2.823 3.748 2.466
C 2.044 2.944 3.324
N 2.173 1.560 3.184
C 2.400 0.654 4.180
C 3.043 1.049 5.359
C 3.103 0.153 6.414
C 2.473 -1.100 6.294
C 1.917 -1.517 5.083
C 1.907 -0.656 3.972
C 1.375 -1.098 2.627
O 0.781 -2.192 2.604
O 1.537 -0.313 1.617
C 1.086 3.547 4.178
C 0.283 2.706 5.133
H -1.161 5.187 4.857
H 0.130 5.568 6.024
H -0.220 6.669 4.676
H 1.387 6.755 3.137
H 3.155 5.728 1.687
H 3.597 3.276 1.882
H 2.031 1.077 2.261
H 3.486 2.054 5.397
H 3.612 0.455 7.330
H 2.444 -1.784 7.178
H 1.444 -2.501 4.973
H -0.161 1.808 4.667
H 0.905 2.366 5.979
H -0.556 3.273 5.559
*
```

Summary:
Energy relative to the best compared isomer or geometry (same formula, charge and spin) = 11.09 kJ/mol
Gap between HOMO and LUMO (alpha / beta) = 3.1493 / 3.2252 eV
HOMO (alpha / beta) = -0.3118 / -0.3114 hartree


(7)
A structure of composition C3H7CsNO. Source: OMol25; level of theory: wB97M-V/def2-TZVPD.

ORCA input file:
```
! wB97M-V def2-TZVPD RIJCOSX def2/J DEFGRID3
* xyz 1 1
Cs -1.984 -1.934 -1.668
C -0.528 -1.138 0.213
C 0.119 -0.334 -0.864
O 0.161 -0.727 -2.045
N 0.605 0.913 -0.520
C 0.707 1.397 0.873
H -0.565 -0.632 1.177
H -0.041 -2.106 0.335
H -1.556 -1.488 0.117
H 0.891 1.428 -1.341
H 1.355 0.749 1.464
H -0.290 1.471 1.308
H 1.126 2.400 0.952
*
```

Summary:
Energy relative to the best compared isomer or geometry (same formula, charge and spin) = 328.08 kJ/mol
Gap between HOMO and LUMO = 10.5199 eV
HOMO = -0.5119 hartree


(8)
The molecule C5H10O. Source: OMol25; level of theory: wB97M-V/def2-TZVPD.

ORCA input file:
```
! wB97M-V def2-TZVPD RIJCOSX def2/J DEFGRID3
* xyz 0 1
C 1.967 -0.049 -0.181
C 0.947 0.958 -0.684
C -0.839 0.077 0.853
C -1.222 -1.369 0.892
C -1.519 0.834 -0.212
O -0.321 0.273 -0.824
H 1.843 -0.998 -0.714
H 1.824 -0.230 0.889
H 2.985 0.309 -0.360
H 1.193 1.328 -1.686
H 0.841 1.787 0.022
H -0.317 -1.986 0.945
H -1.751 -1.510 1.844
H -1.857 -1.737 0.068
H -1.523 1.928 -0.190
H -2.392 0.431 -0.743
*
```

Summary:
Energy relative to the best compared isomer or geometry (same formula, charge and spin) = 432.19 kJ/mol
Gap between HOMO and LUMO = 8.9192 eV
HOMO = -0.2859 hartree


(9)
A cluster of 8 separate species, C51H95F3N2O20S in total. Source: OMol25; level of theory: wB97M-V/def2-TZVPD.

ORCA input file:
```
! wB97M-V def2-TZVPD RIJCOSX def2/J DEFGRID3
* xyz 0 1
C 5.467 2.443 0.650
C 4.140 2.250 1.134
C 2.788 2.531 2.079
C 3.200 2.218 3.622
C 4.762 1.897 3.939
C 5.197 0.300 3.686
F 4.914 2.065 5.436
C 1.957 1.129 1.685
O 2.356 -0.140 1.858
N 0.732 1.730 1.064
C 0.401 3.120 1.653
C -0.293 2.590 3.063
C -1.495 1.480 2.849
C -1.314 -0.143 2.748
C -2.663 -1.115 2.555
C -4.208 -0.538 2.502
C -5.569 -1.440 2.329
C -4.391 1.089 2.607
C -3.057 2.069 2.774
C -0.748 3.607 0.630
C -1.654 4.973 1.327
C -2.829 5.660 0.246
O -1.401 6.364 0.658
C 1.882 3.897 1.725
N 2.064 5.146 2.478
C 3.408 5.513 2.991
O 3.462 6.592 3.826
F 4.733 4.936 2.676
C 1.064 5.572 3.477
O 1.056 4.983 4.707
F 0.059 6.693 3.344
S 2.328 4.553 -0.022
C 2.140 3.309 -1.392
O 3.758 5.129 -0.132
O 1.402 5.793 -0.344
H 6.547 2.665 0.211
H 2.879 3.123 4.330
H 2.569 1.290 4.031
H 5.546 2.653 3.487
H 6.095 -0.009 4.403
H 4.291 -0.393 3.994
H 5.417 0.070 2.554
H 0.523 1.586 0.061
H -0.803 3.475 3.681
H 0.456 2.096 3.814
H -0.239 -0.633 2.809
H -2.528 -2.290 2.475
H -5.563 -2.357 3.093
H -6.540 -0.815 2.630
H -5.687 -1.925 1.258
H -5.500 1.529 2.591
H -3.306 3.232 2.852
H -0.434 3.966 -0.430
H -1.615 2.808 0.435
H -1.955 4.915 2.543
H -2.593 5.662 -0.902
H -3.360 6.630 0.654
H 1.063 2.902 -1.589
H 2.467 3.857 -2.401
H 2.846 2.360 -1.324
C 5.657 -4.378 2.379
O 4.507 -3.754 2.945
C 3.749 -3.033 1.969
C 2.522 -3.832 1.513
O 2.906 -5.012 0.800
C 2.841 -6.179 1.614
H 6.038 -5.109 3.097
H 5.425 -4.899 1.445
H 6.431 -3.623 2.198
H 4.376 -2.754 1.114
H 3.407 -2.110 2.449
H 1.941 -3.216 0.821
H 1.878 -4.083 2.364
H 1.796 -6.484 1.734
H 3.293 -6.022 2.595
H 3.385 -6.981 1.107
C -3.643 1.875 -1.316
O -4.793 2.499 -0.749
C -5.551 3.220 -1.726
C -6.778 2.421 -2.182
O -6.394 1.240 -2.895
C -6.459 0.074 -2.081
H -3.262 1.144 -0.598
H -3.875 1.354 -2.250
H -2.869 2.630 -1.497
H -4.924 3.499 -2.580
H -5.893 4.142 -1.246
H -7.359 3.037 -2.874
H -7.422 2.169 -1.331
H -7.504 -0.231 -1.961
H -6.007 0.231 -1.099
H -5.915 -0.728 -2.588
C 9.897 -9.142 1.171
O 8.816 -8.983 0.256
C 7.558 -8.854 0.926
C 7.110 -7.388 0.995
O 7.986 -6.616 1.823
C 8.919 -5.857 1.061
H 10.832 -8.976 0.628
H 9.845 -8.428 1.998
H 9.895 -10.165 1.565
H 7.599 -9.300 1.927
H 6.825 -9.416 0.339
H 6.118 -7.347 1.453
H 7.037 -6.952 -0.008
H 8.416 -4.987 0.627
H 9.379 -6.449 0.267
H 9.707 -5.509 1.734
C -4.078 -2.246 -6.948
O -4.682 -1.835 -5.725
C -5.306 -0.552 -5.836
C -6.825 -0.682 -6.007
O -7.155 -1.299 -7.255
C -7.476 -2.678 -7.107
H -3.855 -3.314 -6.878
H -4.738 -2.086 -7.807
H -3.140 -1.698 -7.096
H -4.866 0.028 -6.655
H -5.104 -0.018 -4.901
H -7.263 0.320 -6.019
H -7.269 -1.234 -5.170
H -8.484 -2.777 -6.689
H -6.761 -3.201 -6.469
H -7.459 -3.142 -8.097
C -0.256 0.410 9.250
O -1.558 0.174 8.720
C -1.920 1.143 7.731
C -1.745 0.586 6.313
O -0.366 0.341 6.018
C -0.022 -1.035 6.149
H 0.061 -0.486 9.790
H 0.478 0.618 8.464
H -0.293 1.251 9.952
H -1.350 2.070 7.863
H -2.979 1.375 7.887
H -2.096 1.334 5.597
H -2.341 -0.324 6.171
H -0.398 -1.590 5.283
H -0.420 -1.473 7.067
H 1.068 -1.115 6.172
C 4.688 -2.005 -1.596
O 5.750 -2.901 -1.282
C 5.684 -4.106 -2.051
C 6.674 -4.075 -3.223
O 6.313 -3.074 -4.180
C 7.091 -1.889 -4.040
H 4.934 -1.023 -1.182
H 4.545 -1.898 -2.677
H 3.759 -2.360 -1.134
H 4.663 -4.290 -2.403
H 5.961 -4.927 -1.381
H 6.635 -5.039 -3.739
H 7.700 -3.923 -2.867
H 8.090 -2.056 -4.456
H 7.175 -1.573 -2.998
H 6.603 -1.090 -4.605
C -9.553 6.476 -7.159
O -8.278 6.283 -7.766
C -7.209 6.384 -6.819
C -6.704 5.000 -6.396
O -7.704 4.284 -5.662
C -8.383 3.327 -6.469
H -10.320 6.134 -7.859
H -9.656 5.908 -6.228
H -9.706 7.543 -6.960
H -7.513 6.976 -5.947
H -6.393 6.918 -7.317
H -5.848 5.129 -5.727
H -6.369 4.420 -7.265
H -7.740 2.453 -6.619
H -8.676 3.739 -7.437
H -9.286 3.012 -5.939
*
```

Summary:
Energy relative to the best compared isomer or geometry (same formula, charge and spin) = 937.29 kJ/mol
Gap between HOMO and LUMO = 7.2691 eV
SMILES = C#C[C@]1(C[C@H](C)F)C(=O)N[C@](Cc2ccc(C)cc2)(C[C@@H]2CO2)[C@]1(N(C(=O)F)C(=O)F)S(C)(=O)=O.COCCOC.COCCOC.COCCOC.COCCOC.COCCOC.COCCOC.COCCOC
HOMO = -0.3229 hartree


Max |F| values, unit eV/Å, following the record order: 0.4, 4.6, 0.2, 1.3, 2.5, 3.9, 8.8, 0.3, 10.0.